1.
Density functional theory data (ωB97M-V/def2-TZVPD) for a 2-piece molecular cluster, C4H11NO3 overall in a non-equilibrium geometry.

Positions of all 19 atoms, in Å:
C 0.84 -1.21 1.71
C 1.74 -0.38 0.85
N 1.23 0.04 -0.35
C -0.14 0.16 -0.82
C -0.19 0.65 -2.23
O -0.21 2.08 -2.34
O 2.91 -0.17 1.11
H 0.63 -0.86 2.72
H -0.16 -1.46 1.34
H 1.34 -2.18 1.85
H 1.95 0.47 -0.90
H -0.68 -0.79 -0.69
H -0.78 0.80 -0.18
H -1.11 0.27 -2.69
H 0.65 0.27 -2.83
H -0.05 2.43 -1.44
H -3.40 0.16 1.39
H -2.05 -0.56 1.66
O -2.53 0.28 1.83

Calculated values
frontier orbital gap (alpha / beta) = 2.863 / 9.831 eV
energy above the lowest of the compared OMol25 structures with the same formula, charge and spin = 0.0 kcal per mole
spin multiplicity = 2
charge = -1
molecular weight = 121.136 u
lowest unoccupied orbital energy (alpha / beta) = 3.52 / 3.39 eV
expectation value of S² = 0.7503

***

2.
Density functional theory data (ωB97M-V/def2-TZVPD) for a 2-piece molecular cluster, C4H11NO3 overall in a non-equilibrium geometry.

Positions of all 19 atoms, in Å:
C 0.45 -2.13 -0.43
C 0.85 -0.85 0.32
C 2.33 -0.62 0.02
O 3.24 -0.80 0.77
N 0.13 0.31 -0.18
C 0.28 1.47 0.68
O -0.80 1.56 1.63
H -0.53 -1.99 -0.89
H 1.16 -2.42 -1.20
H 0.26 -2.96 0.25
H 0.71 -0.98 1.39
H 2.44 -0.24 -1.02
H -0.85 0.10 -0.28
H 1.19 1.42 1.28
H 0.20 2.36 0.05
H -1.51 2.09 1.26
O -3.11 0.93 -0.97
H -3.57 1.75 -0.78
H -2.88 1.02 -1.90

Calculated values
frontier orbital gap = 9.604 eV
energy above the lowest of the compared OMol25 structures with the same formula, charge and spin = 47.6 kcal per mole
charge = 0
molecular weight = 121.136 u
lowest unoccupied orbital energy = 0.36 eV
structure (SMILES) = C[C@@H](C=O)NCO.O